The following is a DFT calculation (ωB97M-V/def2-TZVPD) of a structure of composition C9H17CuNO10S in a non-equilibrium geometry.

Each line ends with the natural charge from an NBO analysis.
Cartesian coordinates (Å):
Cu 15.5914 -19.0613 7.0747  -0.079
S 13.7995 -22.6537 2.2716  2.459
O 14.5669 -21.2043 2.5915  -0.653
O 14.9459 -14.0621 2.7983  -0.382
O 14.6701 -14.9262 4.8029  -0.358
O 8.4298 -20.1852 7.8432  -0.497
O 12.6446 -22.7454 3.1131  -0.857
O 10.5868 -19.1838 7.5890  -0.540
O 20.8418 -15.2946 8.2156  -0.703
O 13.4283 -22.1765 0.6919  -0.673
O 19.8731 -18.0874 7.2708  -0.569
O 14.7623 -23.7476 2.3401  -0.860
N 14.8984 -14.0275 4.0127  0.536
C 15.2688 -12.7422 4.6833  -0.505
C 8.4967 -17.9481 7.1623  -0.534
C 7.1149 -18.5479 6.9799  -0.425
C 20.8677 -15.8104 6.8419  -0.102
C 19.9435 -16.9806 6.4442  -0.092
C 14.9870 -20.5815 1.4774  -0.107
C 13.8901 -20.8710 0.4101  -0.093
C 7.0868 -19.7186 7.8486  -0.068
C 9.3318 -19.1568 7.5482  0.789
H 6.3574 -20.3899 7.3953  0.196
H 15.0201 -11.8276 4.1449  0.224
H 8.9035 -17.4770 6.2675  0.249
H 20.7163 -14.9581 6.1795  0.137
H 15.8898 -21.0931 1.1439  0.164
H 14.2912 -20.8839 -0.6033  0.202
H 13.1443 -20.0912 0.5647  0.185
H 21.8694 -16.2042 6.6704  0.149
H 6.7546 -19.4483 8.8509  0.173
H 6.9184 -18.7924 5.9360  0.209
H 18.9433 -16.5679 6.3122  0.152
H 15.4426 -19.5923 1.5211  0.232
H 14.7591 -12.7508 5.6467  0.233
H 16.2949 -12.8682 5.0288  0.252
H 8.4668 -17.2263 7.9786  0.237
H 6.2980 -17.9158 7.3279  0.211
H 20.2147 -17.2635 5.4271  0.110

Cartesian forces, eV/Å:
Cu 0.3386 0.0543 0.0108
S 1.4459 0.6877 0.2455
O -1.8756 -1.8562 2.8774
O -0.3263 -0.4909 0.3467
O -0.1608 -0.1179 -1.1831
O 1.8388 -0.3944 0.2524
O 0.6674 0.3464 -1.1753
O -5.1394 -0.8041 0.0701
O -0.4004 -1.5482 -3.7713
O -0.0102 -1.3818 1.9042
O 0.1620 1.8108 -1.1712
O -1.6045 2.0332 -0.9656
N 0.5077 0.8071 0.7899
C -0.2261 -0.0385 1.3870
C -0.2522 -0.0898 -0.1025
C -0.7798 2.1815 -0.9480
C 1.5263 2.4781 4.8432
C -1.7859 -2.9640 0.8351
C 2.0420 -0.8667 -3.8671
C 1.0909 1.3403 0.7299
C -0.0596 -0.5146 0.0123
C 3.0212 0.3154 0.1649
H 0.5057 -0.8399 0.4513
H 0.3704 -0.4920 -0.3683
H 0.0395 0.0142 0.2037
H -0.4161 -0.0952 -0.5731
H 0.2948 -0.5577 -0.3460
H -0.1182 0.1492 0.1118
H -0.6066 -0.4068 -0.3474
H 0.3168 -0.2598 -0.1165
H 0.2591 -0.2531 0.2351
H 0.1003 -0.1299 0.0038
H -0.3679 0.6040 0.4281
H -1.3278 0.5099 0.8623
H -0.4086 0.0217 -0.2384
H 0.2556 0.2793 -0.7404
H 0.3883 0.0186 0.0498
H 0.0655 0.4901 -0.3838
H 0.6294 -0.0402 -0.5173

Charge   -1
HOMO level   -2.14 eV
HOMO-LUMO gap   0.0999 hartree


The following is a DFT calculation (ωB97M-V/def2-TZVPD) of a cluster of 2 separate species, C2H2I2 in total in a non-equilibrium geometry.

Each line ends with the natural charge from an NBO analysis.
Cartesian coordinates (Å):
I 1.3043 -1.3910 1.2882  0.293
I -1.7808 2.1955 2.0085  -0.089
C 1.0965 -0.5312 -1.7929  -0.230
C 1.1529 -0.9438 -0.6665  -0.287
H -2.8138 1.0669 1.9522  0.089
H 1.0409 -0.3964 -2.7895  0.224

Cartesian forces, eV/Å:
I -0.0678 0.0673 -0.5027
I 1.2219 1.3132 0.0615
C 0.1123 -1.0126 2.5895
C 0.0909 0.3044 0.5223
H -1.2080 -1.3262 -0.0690
H -0.1493 0.6540 -2.6016

Charge   0
HOMO level   -9.59 eV
HOMO-LUMO gap   0.3653 hartree
ΔE to the lowest compared entry with this formula, charge and spin   1.429 eV
SMILES   C#CI.I


The following is a DFT calculation (ωB97M-V/def2-TZVPD) of a structure of composition C36H87F2N10O11S2V in a non-equilibrium geometry.

Each line ends with the Mulliken charge.
Cartesian coordinates (Å):
V 1.4304 -2.4685 -2.0945  1.492
S -0.9604 -1.0661 -0.1788  0.117
S 1.1348 -0.7265 0.7169  -0.190
F 2.6175 -0.8196 0.2287  0.056
F -1.5990 -2.0602 -1.2368  -0.358
O -3.1318 -2.8668 6.5414  -0.541
O 3.2455 -3.3516 -1.0791  -0.575
O -1.2127 -6.0687 6.4135  -0.604
O -1.4468 -1.5477 1.0901  -0.290
O 0.9489 0.7084 0.9187  -0.448
O 2.5714 -0.8764 -2.9161  -0.498
O 0.7427 -3.8669 -2.1315  -0.473
O 1.3043 -1.6212 1.8368  -0.236
O 1.8795 4.4777 -0.1088  -0.703
O -1.3794 0.2658 -0.5692  -0.236
O -1.4996 -4.7888 -0.3854  -0.588
N -4.2875 -3.3169 4.6209  0.336
N -4.6723 1.1919 -4.7031  0.136
N 0.4145 -1.4885 -0.6550  1.051
N 2.2268 1.2616 -3.6623  0.526
N 4.1013 -5.1765 0.0565  0.136
N -0.1234 -5.3042 4.5270  0.231
N -1.8406 5.5989 -0.1850  0.662
N -3.4571 -6.0651 -0.7732  0.146
N 6.2386 1.2060 1.3810  -0.072
N 2.3310 4.6166 2.1371  0.519
C 1.5648 1.6826 -2.3839  -0.093
C -1.3994 3.6268 -1.7601  -1.102
C -3.4569 2.0012 -4.7409  0.394
C 7.5270 3.4470 1.7568  -0.949
C -1.4488 5.1421 -1.5184  -0.850
C 4.6789 1.4694 3.3249  -1.825
C 4.4890 -5.7001 1.3947  -0.943
C -5.9652 -0.7683 -5.5110  -1.192
C 1.8516 3.9668 1.0164  0.632
C -0.1052 7.2038 0.4644  -1.144
C -4.4395 0.2915 -2.2714  -0.535
C -5.2139 0.9721 -3.3579  -1.217
C 1.1278 -6.0573 4.7279  -0.971
C 2.7096 0.0032 -3.8096  -0.021
C 2.1470 4.0096 3.3918  -1.008
C -3.2902 3.0338 -5.8796  -1.366
C 5.0102 1.8806 1.8447  0.580
C -1.1222 -5.3529 5.4502  0.681
C -0.1745 -4.3027 3.4534  -0.396
C 2.1796 2.1299 -4.8293  -1.034
C 7.4463 1.9110 1.9825  -0.687
C 6.2687 1.2898 -0.0806  -0.575
C -4.3359 5.7181 -0.4761  -1.068
C -3.1551 5.0598 0.2522  -0.428
C -4.4708 -0.1471 -5.3784  -0.247
C -1.5773 6.9913 0.1082  -0.657
C -3.4311 -2.5305 3.7234  -1.048
C 5.2200 0.3330 -0.7572  -0.769
C 3.6879 -6.2317 -0.9483  -0.925
C -3.9630 -3.4726 5.9211  0.052
C -4.1815 -5.5522 0.3760  -0.782
C -5.4936 -3.8791 4.0635  -0.728
C -4.1289 -7.0606 -1.5962  -0.879
C 3.9795 -3.8405 -0.1742  0.102
C -2.1879 -5.6371 -1.0587  0.042
C 3.0333 5.9314 2.1667  -1.119
H -5.4307 1.9548 -2.9394  0.434
H -4.3536 6.8061 -0.4125  0.350
H -5.8293 -1.7165 -6.0311  0.408
H -0.9633 3.0838 -0.9216  0.440
H 5.0657 2.2902 3.9288  0.379
H -3.5058 -7.5962 -2.3124  0.299
H -4.5896 -6.3889 0.9430  0.351
H 0.5896 2.0893 -2.6514  -0.171
H -6.5623 -0.9042 -4.6093  0.319
H 0.3085 6.8268 1.3997  0.284
H -0.4239 5.4668 -1.6976  0.375
H 5.2022 -0.6596 -0.3072  0.140
H 4.1849 0.6612 -0.8525  -0.189
H 1.4376 2.9919 1.3173  -0.166
H -2.5179 -2.1697 4.1968  0.376
H -2.4224 3.2517 -1.7903  0.162
H 4.4422 -3.1806 0.5760  0.377
H -1.0187 3.3080 -2.7304  0.529
H -3.4383 2.5443 -3.7959  -0.375
H -1.8153 -4.5038 5.3460  -0.180
H 7.2641 0.9915 -0.4098  0.534
H -4.5465 -4.2475 6.4418  0.279
H -6.5070 -0.1419 -6.2196  0.313
H -2.0371 7.5930 -0.6759  0.393
H 1.1746 2.1736 -5.2490  0.404
H -4.0760 -0.6733 -2.6254  0.241
H 5.6011 0.0505 -1.7385  0.563
H -4.9714 -0.0806 -1.3958  0.568
H 0.4895 6.6935 -0.2933  0.247
H 3.0260 3.6193 3.9047  0.196
H 1.4567 3.1688 3.3233  0.364
H 4.1919 1.5931 1.1845  -0.450
H -6.2573 0.6579 -3.3328  0.438
H 1.7115 4.6623 4.1484  0.373
H 5.2601 0.5914 3.6068  0.499
H 6.8119 3.8592 2.4687  0.238
H 7.2889 1.7363 3.0469  0.375
H -3.5110 0.7414 -1.9198  -0.039
H 2.9978 1.9774 -5.5332  0.336
H 1.1571 -6.8063 5.5192  0.311
H -5.1561 -4.4699 3.2120  0.121
H -4.7807 -6.4657 -2.2360  0.372
H 8.5743 3.7348 1.8480  0.367
H 4.4138 -6.9959 -1.2261  0.348
H 6.1788 2.3132 -0.4449  0.228
H 3.1883 -0.1179 -4.7937  0.388
H 0.0060 -4.6676 2.4423  0.236
H -3.5428 -4.8454 0.9058  0.045
H -4.6797 -7.6785 -0.8869  0.248
H 4.8388 2.9404 1.6560  0.508
H 4.9085 -5.0586 2.1697  0.346
H 1.8163 -5.2789 5.0568  0.352
H -5.2592 5.3951 0.0049  0.414
H -5.0802 -5.1054 -0.0492  0.387
H 3.6048 1.3333 3.4511  0.328
H 1.4166 -6.4738 3.7629  0.271
H -3.8863 -1.5887 3.4168  0.508
H -6.2289 -3.1787 3.6674  0.309
H 2.3665 6.6593 2.6289  0.353
H 1.4883 1.0701 -1.4855  -0.274
H -4.3749 5.4681 -1.5363  0.276
H 3.5285 -5.8064 -1.9391  0.228
H 3.3516 6.0666 1.1330  0.316
H -3.2805 3.9825 0.1435  0.187
H -1.7460 -6.0879 -1.9607  0.305
H -2.2536 7.2458 0.9242  0.538
H 3.9982 5.7803 2.6507  0.366
H 8.3051 1.2935 1.7193  0.507
H -3.9568 -0.0006 -6.3283  0.467
H -3.8621 3.9176 -5.5967  0.344
H 0.6025 -3.5739 3.6841  0.428
H -3.2202 -3.0050 2.7650  -0.004
H 5.3739 -6.3221 1.2597  0.389
H -3.1760 5.1711 1.3363  0.516
H -2.0525 5.4590 -2.3689  0.366
H 7.1823 3.7419 0.7657  0.261
H 2.3203 3.1822 -4.5826  0.332
H 2.7904 -6.7498 -0.6102  0.366
H -2.2500 3.2368 -6.1346  0.315
H 2.1200 2.6156 -2.2868  0.451
H 0.1658 8.2582 0.5185  0.421
H 3.6890 -6.3320 1.7807  0.291
H -3.8441 -0.7664 -4.7367  0.082
H -6.0799 -4.4461 4.7866  0.326
H -3.7288 2.7122 -6.8242  0.378
H -1.1650 -3.8676 3.3202  -0.333
H -2.4663 1.5813 -4.5664  0.177

Cartesian forces, eV/Å:
V 1.6726 -2.1809 1.7597
S -10.1050 -0.1538 -1.4366
S 5.8124 0.0472 4.0736
F 0.3158 0.4475 -1.6383
F -0.8719 0.4696 -0.1460
O 1.0148 0.6273 -0.0608
O -0.0716 0.4470 -0.6273
O 0.3221 -0.8557 0.1563
O 1.5380 0.6636 -1.0506
O -0.6356 -2.6292 -1.0397
O -0.6543 -1.0544 -0.2649
O 0.6972 2.1400 -0.8008
O -1.8604 0.9848 -1.1913
O -0.3212 -1.0500 0.6291
O 1.0118 -1.4219 0.1734
O -2.2558 -2.4344 -1.8342
N 0.4618 0.7939 -0.7595
N 1.1677 -1.6163 -0.5333
N 4.9064 1.6713 2.1715
N 0.4719 -3.6796 0.5608
N 0.1995 0.9031 -0.5050
N -0.6767 -1.0626 -0.2476
N -2.6606 -0.7349 -2.6673
N 2.9400 0.2172 -0.2076
N 0.0989 2.0992 -0.2687
N 0.0879 0.0949 -1.1035
C 0.2704 2.2540 -1.9228
C -1.5553 -0.6040 1.2353
C 0.3683 1.2264 1.0304
C -0.1482 -1.4838 -0.2971
C 2.4708 -1.4806 -0.6188
C 0.7791 1.0868 -1.2085
C 1.2720 -0.9195 -0.6484
C 2.2148 0.1266 -1.4643
C 0.9227 2.3596 0.6034
C 0.7139 0.3236 -0.7281
C 1.4177 -2.2229 -0.0546
C -1.0295 2.3538 1.0939
C -0.2444 1.2713 -0.3121
C -1.2752 2.6572 0.0272
C -0.6106 -1.1052 2.0355
C -1.0385 -0.5359 -0.0796
C -1.1941 -1.6968 0.4808
C 0.0626 1.3115 0.1283
C 0.4820 -0.3272 0.3912
C -0.1382 1.4990 0.2902
C -1.4681 -0.7650 -0.0131
C -0.3711 -1.1033 -0.2053
C -0.1008 0.6594 0.0189
C 0.2828 -0.3077 1.0787
C -2.7781 0.8241 1.3060
C -0.2361 -0.0384 2.1710
C -0.4678 0.9083 0.1450
C 1.0909 -0.1173 -0.1719
C -0.2968 0.7733 -0.1099
C -0.8346 -0.4092 0.7479
C -0.5016 -0.2565 -1.0675
C 0.1179 -0.3646 -0.5330
C -0.4198 1.2692 -0.0836
C -1.7025 -1.6684 0.3679
C 0.8338 1.8504 2.1767
C 0.0065 -2.0909 -1.2763
H 0.3171 0.7200 -0.2285
H 0.2324 0.0287 0.1374
H -0.2728 -0.2706 0.2124
H 0.5199 0.0041 -0.2436
H -0.3670 -0.0773 0.5157
H 0.3847 -0.1660 0.6431
H 0.5251 0.0101 0.5215
H -0.2472 -0.6216 0.0201
H 0.5332 0.0384 -0.0191
H -0.9861 -0.4995 0.2391
H -0.1153 0.5752 0.0768
H -0.0023 0.1783 0.7135
H 0.2203 0.3533 0.0927
H -0.0624 0.0023 -0.5624
H 0.0000 -0.6811 0.2771
H -0.2145 -0.0986 0.0006
H -0.0456 -0.2525 -0.1847
H 0.4118 0.6128 0.1741
H -0.5600 0.6620 0.1132
H -0.1845 -0.1949 -0.4769
H 0.0429 -0.2653 0.0246
H -0.3448 -0.0549 -0.2500
H -0.0882 0.1531 0.2131
H 0.7920 0.0198 -0.7406
H 0.0993 -0.6961 -0.4216
H 0.1817 -0.3038 -0.3557
H -0.1088 0.5093 -0.4349
H -0.5939 0.7657 0.0304
H 0.2703 0.3851 -0.0803
H 0.4861 0.0683 -0.4758
H -0.0247 -0.0792 -0.1168
H -0.1148 -1.0624 0.0252
H 0.2460 -0.7671 -0.7413
H -0.2306 0.4567 -0.2387
H -0.3395 -0.1523 -0.1679
H 0.5935 0.5886 0.1127
H 0.3460 0.1061 0.1537
H -0.1567 0.6243 -0.0817
H -0.3740 -0.6996 -0.0767
H -0.8355 0.0383 -0.2205
H -0.4917 -0.5312 -0.0297
H -0.7515 -0.4437 0.0071
H -0.2958 0.4597 0.4184
H 0.6679 0.1712 1.0916
H -0.4135 0.2354 -0.1464
H 0.0756 -0.6174 0.4708
H 0.3855 -0.6816 0.0865
H -0.2776 -0.2295 0.1171
H -0.0675 -0.4061 -0.5984
H 1.2036 0.7829 0.4022
H -0.8800 1.0133 -0.4095
H 0.7128 -0.1597 -0.2410
H 0.1037 -0.2399 -0.0488
H -0.0821 0.6744 0.2869
H 0.1748 -0.0499 0.2562
H 0.2542 -0.1309 0.1440
H -0.5965 0.1205 0.1300
H 0.3407 0.6808 0.0504
H 0.4846 0.2785 -0.1990
H 0.6183 -0.2458 -0.6856
H 0.0815 -0.2408 0.0881
H -0.4557 0.6068 0.3753
H -0.5919 0.8818 -0.0863
H 0.7581 -0.0190 -0.5319
H -0.2362 -0.0866 0.0938
H 0.2518 -0.0808 0.4575
H -0.2922 0.2185 0.7166
H 0.1873 0.4535 -0.3152
H -0.3934 -0.0556 -0.1082
H 0.3462 0.2801 -0.2161
H -0.2319 0.5090 -0.2616
H 0.0811 -0.6098 0.2217
H -0.1947 -0.5411 -0.3279
H -0.2627 0.5814 0.0215
H -0.5704 1.1014 0.5467
H 0.1352 -0.0726 -0.0983
H 0.2640 0.0049 0.7623
H -0.0376 0.2176 0.0412
H 0.0368 0.2538 0.4332
H 0.0432 0.0431 1.4181
H -0.2588 0.0625 -0.4945
H -0.0545 0.2756 0.0254
H 0.1226 -0.2926 -0.0644
H 0.5344 -0.3290 0.0654
H -0.1463 -0.3293 0.0662
H 0.1490 0.1534 0.7389
H 0.1360 -1.6149 -0.5248

Charge   +2
HOMO level (spin up / spin down)   -11.60 / -11.60 eV
<S²>   2.036
HOMO-LUMO gap (spin up / spin down)   0.1654 / 0.1234 hartree
2S+1   3


> Number 1 is which compound?

C9H17CuNO10S


> Number 1 is which compound?

C9H17CuNO10S


> What is the charge in the first record?

-1